(1)
Here is a cluster of 2 separate species, BrFIP in total from the OMol25 dataset. Energies are from the ωB97M-V functional and the def2-TZVPD basis.

Each line ends with the Löwdin spin population.
Atoms and positions in Å:
F 2.194 0.351 0.686  0.139
P 1.275 0.553 -0.606  0.725
Br 0.046 -1.257 -0.453  0.169
I -3.516 0.353 0.373  0.967

Properties
* HOMO energy (spin up / spin down): -8.596 / -9.950 eV
* Kohn-Sham gap (spin up / spin down): 8.9 / 6.7 eV
* DFT total energy: -3312.9152 a.u.
* total charge: 0
* LUMO level (spin up / spin down): 0.34 / -3.25 eV
* expectation value of S²: 2.006
* spin multiplicity: 3


(2)
Here is a cluster of 2 separate species, C5H13NO in total from the OMol25 dataset. Energies are from the ωB97M-V functional and the def2-TZVPD basis.

Each line ends with the Löwdin spin population.
Atoms and positions in Å:
C -0.726 0.595 -1.349  0.000
N -1.478 1.053 -0.310  -0.001
C -0.822 1.999 0.506  0.001
O 1.813 -0.517 1.961  0.966
C 0.715 -0.044 -1.020  0.001
C 0.496 -1.510 -0.533  0.004
C -0.449 -1.535 0.638  0.000
H -1.305 -0.179 -1.864  0.000
H -0.619 1.443 -2.058  0.000
H 2.291 -0.493 2.809  0.022
H -1.505 2.800 0.807  0.000
H -0.026 2.536 -0.012  0.000
H -0.472 1.526 1.434  0.002
H 0.995 0.487 -0.110  0.000
H 1.405 0.121 -1.830  0.000
H 0.271 -2.054 -1.445  0.001
H 1.553 -1.599 -0.265  0.003
H -0.476 -2.558 1.013  0.000
H -0.175 -0.730 1.307  0.001
H -1.488 -1.342 0.324  0.000

Properties
* HOMO energy (spin up / spin down): -15.705 / -15.396 eV
* Kohn-Sham gap (spin up / spin down): 7.9 / 7.6 eV
* DFT total energy: -327.7977 a.u.
* total charge: +1
* LUMO level (spin up / spin down): -7.81 / -7.81 eV
* expectation value of S²: 0.753
* spin multiplicity: 2
* energy relative to the best compared isomer or geometry (same formula, charge and spin): 136.55 kcal/mol